79
Properties=species:S:1:pos:R:3 method="wB97M-V/def2-TZVPD" multiplicity=5 charge=-2 total_energy_ev=-236189.2049 homo_ha="-0.0188 / -0.0546" e_lumo_ev="4.0 / 4.0" gap_ev="4.5 / 5.5"
Cr -0.58 0.37 1.07
O -3.09 -0.13 2.60
N -2.31 -0.72 1.64
C -2.77 -1.86 1.37
C -2.27 -2.95 0.50
C -3.15 -4.03 0.42
C -2.83 -5.17 -0.31
C -1.60 -5.25 -0.94
C -0.72 -4.19 -0.85
C -1.04 -3.03 -0.15
P 0.20 -1.68 -0.05
C 1.60 -2.63 0.65
C 1.53 -3.03 1.98
C 2.53 -3.79 2.55
C 3.63 -4.18 1.78
C 3.70 -3.81 0.45
C 2.69 -3.04 -0.12
C 0.72 -1.38 -1.77
C 1.88 -0.63 -1.99
C 2.30 -0.36 -3.28
C 1.56 -0.82 -4.36
C 0.41 -1.55 -4.15
C -0.02 -1.83 -2.86
H -2.66 0.73 2.77
H -3.68 -2.12 1.91
H -4.10 -3.97 0.93
H -3.54 -5.98 -0.36
H -1.33 -6.14 -1.50
H 0.25 -4.26 -1.33
H 0.69 -2.74 2.59
H 2.46 -4.06 3.59
H 4.42 -4.77 2.23
H 4.54 -4.11 -0.16
H 2.77 -2.76 -1.16
H 2.46 -0.28 -1.15
H 3.19 0.24 -3.43
H 1.89 -0.60 -5.37
H -0.18 -1.90 -4.99
H -0.95 -2.36 -2.71
O 3.52 0.85 0.51
C 2.39 1.34 0.45
O 1.34 0.69 0.85
C 2.24 2.72 -0.13
C 3.28 3.63 0.01
C 3.21 4.89 -0.56
C 2.09 5.24 -1.30
C 1.04 4.35 -1.48
C 1.11 3.09 -0.88
S -2.14 3.56 -1.17
H 4.15 3.31 0.57
H 4.02 5.60 -0.43
H 2.02 6.22 -1.75
H 0.15 4.61 -2.03
Se 1.29 3.85 4.31
N -0.31 4.68 4.39
C -1.09 4.04 3.54
C -2.43 4.37 3.27
C -3.12 3.62 2.32
C -2.51 2.57 1.67
N -1.25 2.13 1.96
C -0.49 2.88 2.84
N 0.76 2.62 3.10
H -2.88 5.21 3.78
H -4.13 3.88 2.01
H -3.02 2.03 0.89
O 0.22 2.11 -0.98
C -1.15 2.08 -1.46
C -1.21 1.65 -2.93
C -2.41 0.70 -2.91
C -2.31 0.08 -1.52
O -2.82 -1.03 -1.25
N -1.57 0.85 -0.72
H -0.30 1.11 -3.20
H -1.34 2.51 -3.57
H -2.38 -0.09 -3.65
H -3.35 1.25 -3.00
Se 0.64 -1.41 5.56
C 0.22 -0.70 3.97
N -0.07 -0.31 2.91

---

72
Properties=species:S:1:pos:R:3 method="wB97M-V/def2-TZVPD" smiles=Fc1cccc(F)c1B(c1c(F)cccc1F)c1c(F)cccc1F.Cc1ccc(Cc2c(C)n(C)c3ccccc23)cc1 charge=0 total_energy_ev=-56258.5275 homo_ha=-0.2643 e_lumo_ev=-0.7 gap_ev=6.5
F 1.53 -4.99 4.33
C 0.32 -5.12 4.97
C 0.22 -6.07 5.97
C -0.94 -6.10 6.76
C -1.95 -5.15 6.55
C -1.80 -4.24 5.52
F -2.74 -3.24 5.42
C -0.73 -4.25 4.61
B -0.73 -3.39 3.35
C 0.57 -3.03 2.60
C 1.44 -2.00 3.00
F 1.18 -1.36 4.19
C 2.54 -1.61 2.26
C 2.83 -2.29 1.08
C 2.02 -3.35 0.65
C 0.91 -3.68 1.41
F 0.09 -4.70 0.98
C -2.03 -2.86 2.73
C -2.14 -1.51 2.35
F -1.19 -0.64 2.83
C -3.19 -1.00 1.61
C -4.23 -1.86 1.25
C -4.23 -3.19 1.68
C -3.15 -3.65 2.42
F -3.16 -4.95 2.86
H 1.05 -6.76 6.14
H -1.05 -6.86 7.53
H -2.85 -5.13 7.18
H 3.15 -0.77 2.61
H 3.70 -2.01 0.49
H 2.23 -3.92 -0.25
H -3.18 0.06 1.33
H -5.05 -1.49 0.64
H -5.04 -3.87 1.44
C -5.99 1.89 7.82
C -4.74 1.10 7.58
C -3.95 0.64 8.64
C -2.69 0.08 8.41
C -2.18 0.02 7.11
C -0.70 -0.22 6.75
C 0.26 -0.42 7.86
C 1.19 -1.44 8.08
C 1.39 -2.70 7.33
N 1.96 -1.11 9.17
C 3.10 -1.86 9.66
C 1.56 0.13 9.68
C 2.08 0.92 10.69
C 1.46 2.16 10.93
C 0.40 2.61 10.13
C -0.07 1.85 9.06
C 0.50 0.59 8.85
C -3.06 0.27 6.04
C -4.31 0.84 6.28
H -6.51 2.05 6.87
H -6.68 1.38 8.49
H -5.79 2.88 8.26
H -4.33 0.76 9.66
H -2.10 -0.27 9.26
H -0.40 0.67 6.26
H -0.62 -1.03 6.02
H 0.47 -2.94 6.79
H 2.20 -2.59 6.60
H 1.62 -3.55 7.99
H 3.54 -1.31 10.50
H 2.79 -2.86 10.00
H 3.86 -1.98 8.88
H 2.93 0.57 11.27
H 1.80 2.78 11.76
H -0.05 3.59 10.32
H -0.85 2.19 8.38
H -2.74 0.06 5.02
H -4.96 1.13 5.45